1.
# C12H38FN4O4

A cluster of 5 separate species, C12H38FN4O4 in total in a non-equilibrium geometry (the ωB97M-V functional and the def2-TZVPD basis, the Open Molecules 2025 dataset).

```
59
Properties=species:S:1:pos:R:3
H -1.64 2.70 -0.92
H -2.54 3.93 3.68
H -1.85 5.64 3.64
C -2.13 3.72 0.97
C -1.22 3.51 -0.31
N 2.81 -3.06 -0.06
H -1.01 -2.81 -3.97
H -0.47 1.44 1.19
C -0.72 -3.31 -3.05
C 0.25 1.66 0.40
H -3.11 4.14 0.72
H 4.04 0.55 -1.07
H -2.54 -3.01 -1.87
C -2.03 -0.75 -0.63
H 2.27 -2.31 -0.48
C -1.43 -1.11 0.77
C -1.78 -0.48 2.99
H -1.63 -2.17 0.92
H -2.16 -1.45 3.30
H -0.08 1.04 -0.43
H -0.35 -0.97 0.88
H -2.09 0.33 -0.81
O -1.50 4.57 2.01
H -2.26 0.12 3.77
C 3.10 1.85 2.82
H 2.40 1.65 0.23
N 3.46 0.69 -1.88
H 3.03 2.39 3.76
H -3.32 5.14 2.84
H 1.70 0.25 1.11
H 2.51 -3.02 0.90
N -1.33 -1.33 -1.76
O -2.17 -0.29 1.63
H -1.22 4.36 -1.00
H 3.87 0.22 -2.67
O 1.82 2.04 2.26
H 0.36 -3.20 -2.99
H -0.34 -1.13 -1.65
H -1.08 -5.34 -5.10
N 0.14 3.09 0.03
C -1.49 -2.75 -1.86
H 0.51 -5.08 -4.31
H -0.69 -0.44 3.07
H 3.80 -2.91 -0.19
C -0.53 -5.38 -4.16
H -0.45 -6.44 -3.92
C -2.31 4.82 3.09
H -0.97 -3.22 -1.03
H 3.47 0.83 2.93
O -1.05 -4.66 -3.07
H -2.35 2.73 1.37
H -3.11 -0.91 -0.62
F 1.54 -1.09 -1.40
H 2.67 0.12 -1.63
C 1.68 1.33 0.99
H 3.12 1.63 -2.02
H 3.78 2.41 2.17
H 0.23 3.63 0.87
H 2.40 -3.89 -0.46
```

E ... -29921.693 eV
Charge ... 0
2S+1 ... 2
Kohn-Sham gap (alpha / beta) ... 3.80 / 8.16 eV
ΔE to the lowest compared entry with this formula, charge and spin ... 14.9 kcal per mole
Strongest force on any atom ... 0.0598 hartree/bohr
LUMO (alpha / beta) ... 0.25 / 0.09 eV

Mulliken atomic charge list, values in e, 8 entries: number 1, H, carries 0.248; number 2, H, carries 0.275; number 3, H, carries 0.253; number 4, C, carries -0.468; number 5, C, carries -0.725; number 6, N, carries -1.718; number 7, H, carries 0.396; number 8, H, carries 0.306


2.
# C12H38N5O4P2S

A cluster of 3 separate species, C12H38N5O4P2S in total in a non-equilibrium geometry (the ωB97M-V functional and the def2-TZVPD basis, the Open Molecules 2025 dataset).

```
62
Properties=species:S:1:pos:R:3
H -0.29 5.34 1.06
O -0.71 -3.65 -1.20
P 0.28 -3.38 0.00
H -0.30 7.28 -2.85
H 5.38 -5.03 0.93
H -2.21 5.82 -3.71
H 4.19 -4.53 -1.00
H 0.53 5.39 -0.50
N -1.31 0.54 1.07
H -2.52 2.89 1.17
H -4.14 2.37 0.67
C -2.15 5.71 -1.59
O -1.52 5.03 -0.52
C 3.29 -6.49 1.35
H -2.78 2.30 -0.46
H 2.26 -6.83 1.36
H -2.61 2.89 3.35
N 0.15 -2.02 0.68
H -4.52 0.54 2.29
H -3.13 2.24 4.91
H 3.05 -2.08 -0.65
H 5.00 -3.54 1.76
H 3.89 -7.16 1.96
C -3.24 2.14 3.84
H -0.74 3.68 -2.42
C -3.45 0.30 2.32
C -3.07 2.15 0.58
P 1.72 -3.31 -2.72
O 0.10 -4.63 0.94
H -2.14 3.55 -3.18
N 1.85 -3.67 -0.89
C -0.20 6.24 -3.17
O -2.86 0.82 3.49
C 4.58 -4.31 1.12
H -3.15 0.06 0.23
C -0.39 5.67 0.02
H -0.49 6.76 0.01
H 0.63 5.79 -2.63
C -2.76 0.72 1.01
S 3.39 -3.39 -3.64
N -1.26 4.05 -3.21
H -0.98 1.03 1.90
C 3.44 -5.04 1.84
H 0.99 -1.47 0.61
H 0.06 6.24 -4.23
H -1.60 -3.40 -0.90
H -2.23 6.78 -1.37
H -3.17 5.32 -1.63
H 2.05 -4.68 -0.83
H -3.37 -0.78 2.41
H 2.52 -4.51 1.63
H -1.10 -0.44 1.26
H -4.29 2.33 3.58
H -0.40 -5.33 0.51
H 1.05 -2.09 -2.73
H 3.57 -4.99 2.91
H 4.98 -3.06 -0.57
N 2.94 -2.99 -0.23
H 3.66 -6.58 0.33
C -1.50 5.47 -2.96
H 0.81 -4.30 -3.08
C 4.20 -3.75 -0.24
```

E ... -58106.039 eV
Charge ... +1
2S+1 ... 1
Kohn-Sham gap ... 7.16 eV
ΔE to the lowest compared entry with this formula, charge and spin ... 6.9 kcal per mole
Strongest force on any atom ... 0.0311 hartree/bohr
LUMO ... -3.55 eV

Mulliken atomic charge list, values in e, 8 entries: number 1, H, carries 0.230; number 2, O, carries -0.477; number 3, P, carries 0.521; number 4, H, carries 0.347; number 5, H, carries 0.350; number 6, H, carries 0.406; number 7, H, carries 0.408; number 8, H, carries 0.268